Density functional theory data (ωB97M-V with the def2-TZVPD basis set) for CH3FOS as an isolated structure.

Output
- charge = 0
- frontier orbital gap (eV) = 8.623
- E_tot (Eh) = -613.07747
- ΔE to the lowest compared entry with this formula, charge and spin (kJ/mol) = 270.1
- E_LUMO (Ha) = -0.004
- E_HOMO (eV) = -8.73

CARTESIAN COORDINATES (ANGSTROEM)
C  0.455  -0.589  0.069
O  0.273  0.545  0.891
F  0.433  -3.103  -1.457
S  -0.775  -2.458  -0.694
H  0.455  -0.334  -1.015
H  1.068  -1.370  0.477
H  -0.352  1.034  0.390